# C70H90BCaGeN3O4P3Si

A molecular structure, C70H90BCaGeN3O4P3Si (wB97M-V/def2-TZVPD, the OMol25 dataset).

Properties
* total charge: -1
* lowest unoccupied orbital energy: 2.27 eV
* multiplicity: 1
* energy relative to the best compared isomer or geometry (same formula, charge and spin): 0.0 kcal per mole
* frontier orbital gap: 6.2614 eV
* strongest force on any atom: 2.27 eV/Å
* DFT total energy: -198093.434 eV

Atoms and positions in Å:
1 Ca -0.395 0.257 -0.384
2 C -3.297 4.845 -0.818
3 C -1.950 5.126 -0.152
4 C -1.816 6.578 0.299
5 P -0.617 4.353 -1.196
6 C -0.725 5.219 -2.856
7 C -1.184 6.669 -3.026
8 C 0.602 4.989 -3.581
9 C 0.932 4.999 -0.449
10 C 1.344 6.313 -0.721
11 C 2.550 6.812 -0.266
12 C 3.375 5.987 0.484
13 C 2.966 4.699 0.787
14 C 1.742 4.153 0.357
15 Si 1.184 2.360 0.987
16 C 0.514 2.847 2.767
17 C 0.605 4.171 3.235
18 C 0.087 4.580 4.457
19 C -0.549 3.656 5.273
20 C -0.664 2.342 4.842
21 C -0.155 1.912 3.610
22 P -0.421 0.171 3.004
23 C -1.778 -0.586 4.081
24 C -3.123 0.118 3.928
25 C -1.545 -0.952 5.554
26 C 1.026 -0.808 3.725
27 C 1.707 -0.151 4.924
28 C 2.080 -1.245 2.698
29 C 2.957 1.714 1.413
30 C 3.583 1.974 2.640
31 C 4.848 1.495 2.942
32 C 5.537 0.740 2.001
33 C 4.948 0.474 0.774
34 C 3.666 0.941 0.465
35 P 2.807 0.481 -1.103
36 C 3.626 -1.110 -1.642
37 C 2.621 -1.877 -2.523
38 C 4.985 -1.119 -2.343
39 C 3.359 1.810 -2.280
40 C 4.822 2.241 -2.228
41 C 2.923 1.448 -3.702
42 H -4.122 5.207 -0.194
43 H -3.431 3.774 -0.981
44 H -3.378 5.338 -1.790
45 H -1.893 4.504 0.743
46 H -1.887 7.285 -0.530
47 H -0.870 6.748 0.812
48 H -2.623 6.816 1.004
49 H -1.472 4.591 -3.350
50 H -0.478 7.395 -2.622
51 H -2.158 6.855 -2.573
52 H -1.277 6.880 -4.098
53 H 1.420 5.524 -3.091
54 H 0.546 5.349 -4.613
55 H 0.852 3.930 -3.597
56 H 0.706 6.963 -1.302
57 H 2.843 7.831 -0.496
58 H 4.331 6.350 0.845
59 H 3.632 4.092 1.390
60 H 1.102 4.914 2.622
61 H 0.187 5.613 4.771
62 H -0.955 3.951 6.234
63 H -1.161 1.637 5.490
64 H -1.868 -1.533 3.542
65 H -3.112 1.122 4.355
66 H -3.902 -0.454 4.443
67 H -3.398 0.187 2.876
68 H -1.527 -0.091 6.223
69 H -0.630 -1.518 5.715
70 H -2.377 -1.587 5.878
71 H 0.527 -1.724 4.041
72 H 2.201 0.776 4.624
73 H 2.476 -0.824 5.321
74 H 1.016 0.091 5.733
75 H 2.763 -0.431 2.457
76 H 1.618 -1.602 1.777
77 H 2.674 -2.061 3.123
78 H 3.051 2.562 3.385
79 H 5.294 1.703 3.909
80 H 6.526 0.356 2.221
81 H 5.496 -0.125 0.060
82 H 3.721 -1.641 -0.692
83 H 2.512 -1.387 -3.496
84 H 1.633 -1.924 -2.064
85 H 2.973 -2.900 -2.702
86 H 4.917 -0.689 -3.344
87 H 5.312 -2.158 -2.459
88 H 5.769 -0.587 -1.805
89 H 2.756 2.662 -1.943
90 H 5.490 1.456 -2.589
91 H 5.126 2.514 -1.215
92 H 4.966 3.118 -2.869
93 H 3.541 0.643 -4.109
94 H 3.027 2.309 -4.368
95 H 1.881 1.121 -3.735
96 C -4.776 3.578 2.520
97 C -3.322 3.831 2.174
98 N -2.808 2.739 1.366
99 C -3.588 1.836 0.691
100 N -3.027 0.774 0.209
101 C -3.857 -0.155 -0.551
102 C -4.970 0.557 -1.298
103 C -5.779 1.379 -0.319
104 N -4.904 2.187 0.516
105 C -5.521 3.292 1.234
106 H -5.204 4.449 3.019
107 H -4.860 2.717 3.184
108 H -2.705 3.925 3.065
109 H -3.248 4.781 1.626
110 H -1.893 2.378 1.596
111 H -4.290 -0.909 0.121
112 H -3.217 -0.679 -1.261
113 H -5.622 -0.158 -1.805
114 H -4.527 1.211 -2.055
115 H -6.406 0.729 0.303
116 H -6.447 2.058 -0.858
117 H -6.559 3.023 1.436
118 H -5.532 4.195 0.610
119 O -0.981 -2.486 1.766
120 C -0.743 -2.504 0.554
121 O 0.183 -1.834 -0.056
122 C -1.626 -3.356 -0.356
123 C -0.801 -4.218 -1.316
124 Ge -0.063 -5.803 -0.446
125 C -1.463 -6.609 0.652
126 C -2.572 -7.191 0.031
127 C -3.626 -7.697 0.783
128 C -3.583 -7.627 2.171
129 C -2.487 -7.052 2.801
130 C -1.435 -6.545 2.045
131 C 0.355 -7.105 -1.853
132 C 0.328 -8.480 -1.612
133 C 0.663 -9.388 -2.609
134 C 1.028 -8.933 -3.871
135 C 1.055 -7.568 -4.130
136 C 0.722 -6.664 -3.127
137 C 1.532 -5.639 0.663
138 C 2.227 -4.445 0.853
139 C 3.384 -4.421 1.629
140 C 3.852 -5.583 2.226
141 C 3.161 -6.777 2.053
142 C 2.010 -6.801 1.278
143 H -2.232 -2.649 -0.934
144 H -2.296 -3.954 0.260
145 H -0.012 -3.604 -1.758
146 H -1.416 -4.599 -2.134
147 H -2.610 -7.255 -1.053
148 H -4.481 -8.144 0.288
149 H -4.406 -8.014 2.760
150 H -2.455 -6.989 3.883
151 H -0.590 -6.081 2.544
152 H 0.026 -8.850 -0.636
153 H 0.639 -10.452 -2.403
154 H 1.286 -9.640 -4.650
155 H 1.336 -7.207 -5.113
156 H 0.750 -5.599 -3.341
157 H 1.849 -3.526 0.422
158 H 3.913 -3.488 1.784
159 H 4.745 -5.556 2.839
160 H 3.519 -7.687 2.521
161 H 1.477 -7.739 1.148
162 O -0.686 1.201 -3.619
163 B -0.942 0.088 -2.722
164 O -1.137 -1.032 -3.610
165 C -0.994 -0.619 -4.898
166 C -1.079 -1.358 -6.057
167 C -0.885 -0.681 -7.264
168 C -0.621 0.684 -7.283
169 C -0.539 1.420 -6.096
170 C -0.728 0.739 -4.912
171 H -1.290 -2.420 -6.029
172 H -0.937 -1.229 -8.198
173 H -0.480 1.188 -8.231
174 H -0.330 2.481 -6.103